1.
The following is a DFT calculation (wB97M-V/def2-TZVPD) of a structure of composition C26H38N5O8PTi.

```
79
Properties=species:S:1:pos:R:3
Ti -0.494 -0.812 -0.748
C -2.993 2.594 1.444
C -1.753 1.736 1.385
N -0.628 2.071 0.899
C -0.425 3.416 0.372
C -0.017 3.334 -1.088
N -1.146 2.856 -1.861
C -0.871 2.423 -3.213
C 0.329 1.500 -3.421
N 0.271 0.183 -2.753
C -0.533 -0.872 -3.436
C -0.369 -2.013 -2.465
N 0.377 -2.385 0.223
C -0.044 -2.713 1.364
C 0.303 -4.006 2.054
C -0.961 -1.776 2.082
C -1.624 -2.048 3.267
C -2.439 -1.066 3.808
C -2.532 0.162 3.180
C -1.816 0.378 2.006
N -1.081 -0.596 1.466
H -2.847 3.464 2.087
H -3.851 2.032 1.804
H -3.245 2.944 0.442
H 0.393 3.862 0.946
H -1.302 4.060 0.467
H 0.868 2.692 -1.146
H 0.278 4.330 -1.437
H -1.612 2.099 -1.376
H -0.691 3.298 -3.849
H -1.778 1.948 -3.593
H 1.240 1.991 -3.076
H 0.442 1.335 -4.500
H 1.229 -0.163 -2.762
H -0.171 -1.043 -4.459
H -1.568 -0.533 -3.493
H 0.655 -2.399 -2.504
H -1.086 -2.824 -2.519
H 1.055 -4.535 1.473
H -0.585 -4.640 2.124
H 0.676 -3.840 3.068
H -1.521 -3.013 3.741
H -2.990 -1.253 4.720
H -3.135 0.952 3.603
O -6.670 -0.628 -0.075
C -5.495 -0.721 -0.284
C -4.554 0.391 -0.764
O -4.860 1.550 -0.966
C -3.264 -0.252 -0.830
C -3.280 -1.586 -0.465
O -2.177 -2.218 -0.425
C -4.657 -2.001 -0.116
O -5.060 -3.065 0.277
O -2.072 0.248 -1.117
C 2.831 0.329 3.614
C 2.003 0.465 2.361
O 2.653 -0.300 1.320
P 2.088 -0.292 -0.182
O 2.623 1.062 -0.851
C 4.016 1.445 -0.808
C 4.091 2.941 -0.995
O 3.086 -1.343 -0.849
C 3.483 -2.597 -0.237
C 3.152 -3.734 -1.171
H 2.360 0.879 4.429
H 3.833 0.730 3.460
H 2.916 -0.718 3.907
H 1.909 1.504 2.045
H 0.995 0.074 2.503
H 4.540 0.911 -1.601
H 4.441 1.142 0.150
H 3.649 3.233 -1.948
H 5.131 3.269 -0.984
H 3.557 3.455 -0.196
H 2.963 -2.715 0.711
H 4.553 -2.519 -0.047
H 2.073 -3.801 -1.296
H 3.510 -4.674 -0.750
H 3.625 -3.590 -2.143
```

Summary:
- Highest occupied orbital energy: -7.708 eV
- Spin multiplicity: 1
- Relative energy (zero: lowest compared OMol25 entry of this formula, charge and spin): 51.3 kcal per mole
- Gap between HOMO and LUMO: 0.26514 Eh
- LUMO: -0.49 eV
- Net charge: 0

=====

2.
The following is a DFT calculation (wB97M-V/def2-TZVPD) of a cluster of 5 separate species, C26H38N6O2 in total.

```
72
Properties=species:S:1:pos:R:3
C -4.945 -2.000 1.223
C -3.508 -1.804 1.685
O -3.213 -2.068 2.782
N -2.504 -1.299 0.792
C -2.663 0.177 0.602
C -1.650 0.979 1.447
C -1.211 2.202 0.609
C -2.396 3.117 0.203
C -2.569 3.350 -1.299
C -1.370 3.836 -2.136
C -1.077 2.550 -2.972
N -2.415 2.191 -3.424
C -3.176 2.238 -2.180
O -4.046 1.533 -1.936
H -5.280 -2.936 1.654
H -5.598 -1.209 1.583
H -4.989 -2.051 0.136
H -2.645 -1.691 -0.136
H -3.684 0.492 0.811
H -2.401 0.358 -0.433
H -2.037 1.298 2.411
H -0.781 0.334 1.562
H -0.571 2.779 1.283
H -0.579 1.907 -0.228
H -3.324 2.800 0.671
H -2.191 4.097 0.634
H -3.351 4.121 -1.328
H -0.545 4.303 -1.607
H -1.804 4.504 -2.880
H -0.620 1.790 -2.347
H -0.393 2.854 -3.759
H -2.847 2.884 -4.030
N 1.940 2.628 4.178
C 1.820 2.261 5.491
C 1.224 1.028 5.531
C 0.978 0.633 4.189
C 1.433 1.640 3.379
H 2.339 3.489 3.852
H 2.167 2.906 6.280
H 0.991 0.471 6.422
H 0.521 -0.285 3.857
H 1.441 1.740 2.307
N 2.240 0.875 -0.300
C 3.324 0.301 -0.903
C 4.175 1.305 -1.286
C 3.582 2.534 -0.894
C 2.391 2.235 -0.287
H 1.453 0.374 0.077
H 3.395 -0.770 -1.007
H 5.119 1.176 -1.789
H 3.984 3.523 -1.040
H 1.640 2.871 0.152
N 6.565 -1.203 -1.899
C 6.816 -1.598 -0.613
C 8.160 -1.835 -0.500
C 8.744 -1.568 -1.768
C 7.736 -1.178 -2.608
H 5.661 -0.968 -2.266
H 6.020 -1.676 0.108
H 8.668 -2.163 0.391
H 9.786 -1.652 -2.031
H 7.750 -0.887 -3.644
N -3.622 -4.878 -0.855
C -4.529 -5.642 -0.172
C -4.965 -6.630 -1.013
C -4.292 -6.458 -2.252
C -3.470 -5.372 -2.123
H -3.142 -4.078 -0.485
H -4.785 -5.417 0.850
H -5.686 -7.392 -0.767
H -4.399 -7.065 -3.136
H -2.792 -4.909 -2.821
```

Summary:
- Highest occupied orbital energy: -8.270 eV
- Spin multiplicity: 1
- Relative energy (zero: lowest compared OMol25 entry of this formula, charge and spin): 10.2 kcal per mole
- Structure (SMILES): CC(=O)NCCCC[C@H]1CCNC1=O.c1cc[nH]c1.c1cc[nH]c1.c1cc[nH]c1.c1cc[nH]c1
- Gap between HOMO and LUMO: 0.31754 Eh
- LUMO: 0.37 eV
- Net charge: 0

=====

3.
The following is a DFT calculation (wB97M-V/def2-TZVPD) of the molecule C26H38O6.

```
70
Properties=species:S:1:pos:R:3
C 6.223 4.163 -0.575
C 4.813 3.981 -0.027
C 4.128 2.713 -0.536
C 4.800 1.433 -0.026
C 4.020 0.222 -0.463
O 4.394 -0.607 -1.254
O 2.819 0.179 0.122
C 2.005 -0.945 -0.234
C 2.848 -2.191 0.049
O 3.604 -2.230 0.991
C 2.726 -3.403 -0.851
O 3.229 -4.540 -0.213
H 3.869 -4.226 0.448
H 1.692 -3.600 -1.142
H 3.312 -3.182 -1.759
C 1.491 -0.840 -1.678
H 2.122 -1.393 -2.368
H 1.536 0.209 -1.977
C 0.042 -1.345 -1.666
H -0.623 -0.564 -2.031
H -0.077 -2.208 -2.319
C -0.290 -1.714 -0.207
H -0.076 -2.780 -0.066
C 0.709 -0.916 0.647
C 0.972 -1.539 2.017
H 0.156 -1.360 2.709
H 1.873 -1.107 2.447
H 1.117 -2.615 1.934
C 0.255 0.547 0.772
H 0.410 1.054 -0.180
H 0.875 1.047 1.517
C -1.218 0.761 1.168
O -1.437 0.542 2.539
H -1.468 -0.406 2.703
C -2.158 -0.029 0.231
C -1.763 -1.511 0.191
C -2.654 -2.278 -0.787
C -4.131 -2.101 -0.451
C -4.492 -0.650 -0.420
C -5.513 -0.180 -1.144
C -6.023 1.189 -1.071
O -6.866 1.618 -1.830
C -5.454 1.997 0.072
C -3.971 1.703 0.255
H -3.589 2.298 1.085
H -3.450 2.018 -0.654
C -3.674 0.213 0.514
C -4.114 -0.153 1.943
H -3.725 0.564 2.659
H -5.201 -0.147 2.000
H -3.775 -1.146 2.223
H -5.617 3.059 -0.118
H -6.013 1.732 0.973
H -6.050 -0.835 -1.817
H -4.746 -2.625 -1.184
H -4.336 -2.540 0.529
H -2.487 -1.912 -1.801
H -2.394 -3.339 -0.766
H -1.896 -1.950 1.187
H -1.985 0.376 -0.772
H -1.417 1.831 1.043
H 4.829 1.448 1.064
H 5.812 1.342 -0.418
H 3.088 2.714 -0.203
H 4.135 2.711 -1.628
H 4.205 4.839 -0.323
H 4.846 3.960 1.064
H 6.628 5.122 -0.259
H 6.888 3.383 -0.216
H 6.215 4.138 -1.663
```

Summary:
- Highest occupied orbital energy: -9.422 eV
- Spin multiplicity: 1
- Relative energy (zero: lowest compared OMol25 entry of this formula, charge and spin): 5.1 kcal per mole
- Structure (SMILES): CCCCC(=O)O[C@]1(C(=O)CO)CC[C@@H]2[C@@H]3CCC4=CC(=O)CC[C@]4(C)[C@H]3[C@@H](O)C[C@@]21C
- Gap between HOMO and LUMO: 0.36254 Eh
- LUMO: 0.44 eV
- Net charge: 0

=====

4.
The following is a DFT calculation (wB97M-V/def2-TZVPD) of a structure of composition C26H39AlN2O4SbTe.

```
74
Properties=species:S:1:pos:R:3
Al 2.338 1.046 -0.121
C 1.509 0.564 3.807
C 2.300 0.490 2.544
O 1.579 0.701 1.433
C 3.684 0.184 2.534
C 4.327 -0.173 3.745
C 5.672 -0.496 3.808
C 6.440 -0.473 2.653
C 5.848 -0.112 1.440
C 4.511 0.225 1.353
O 4.023 0.587 0.164
H 0.510 0.928 3.570
H 1.965 1.241 4.537
H 1.402 -0.407 4.306
H 3.738 -0.208 4.653
H 6.116 -0.771 4.757
H 7.492 -0.730 2.685
H 6.424 -0.076 0.524
O 2.732 2.953 0.108
N 2.055 3.802 -0.578
N 1.188 3.219 -1.298
O 1.110 1.906 -1.296
C 0.316 3.944 -2.197
C -0.497 3.191 -3.019
C -1.356 3.863 -3.883
C -1.383 5.248 -3.911
C -0.546 5.976 -3.071
C 0.316 5.326 -2.203
H -0.448 2.113 -2.979
H -2.002 3.288 -4.533
H -2.055 5.765 -4.583
H -0.563 7.058 -3.087
H 0.969 5.878 -1.543
C -3.210 -2.566 -1.835
C -1.809 -2.089 -2.215
C -1.932 -0.872 -3.136
C -1.081 -3.206 -2.954
Sb -0.655 -1.309 -0.500
C -2.737 0.546 0.714
C -4.172 0.179 0.491
C -2.307 1.780 -0.019
C -2.320 0.554 2.155
C -0.445 -3.097 0.796
C -0.272 -2.550 2.212
C -1.683 -3.984 0.744
C 0.781 -3.927 0.439
H -3.799 -2.694 -2.753
H -3.743 -1.856 -1.201
H -3.196 -3.528 -1.324
H -2.478 -1.153 -4.046
H -0.946 -0.502 -3.432
H -2.479 -0.053 -2.660
H -1.682 -3.525 -3.818
H -0.925 -4.082 -2.320
H -0.105 -2.882 -3.318
H -4.457 0.225 -0.562
H -4.821 0.891 1.032
H -4.416 -0.819 0.866
H -2.429 1.693 -1.100
H -1.261 2.017 0.176
H -2.919 2.635 0.315
H -2.721 -0.299 2.707
H -2.709 1.467 2.637
H -1.233 0.560 2.274
H -1.180 -2.071 2.581
H 0.538 -1.823 2.274
H -0.033 -3.381 2.888
H -2.609 -3.429 0.919
H -1.605 -4.749 1.528
H -1.772 -4.503 -0.212
H 1.707 -3.363 0.549
H 0.756 -4.289 -0.592
H 0.823 -4.797 1.111
Te 1.822 -1.199 -1.727
```

Summary:
- Highest occupied orbital energy (alpha / beta): -2.521 / -3.609 eV
- Spin multiplicity: 1
- Relative energy (zero: lowest compared OMol25 entry of this formula, charge and spin): 10.7 kcal per mole
- Gap between HOMO and LUMO (alpha / beta): 0.17901 / 0.21892 Eh
- LUMO (alpha / beta): 2.35 / 2.35 eV
- Net charge: -1

=====

5.
The following is a DFT calculation (wB97M-V/def2-TZVPD) of a structure of composition C26H39AsFNO2PtS2Si.

```
74
Properties=species:S:1:pos:R:3
Pt -0.966 0.794 0.003
C 0.764 0.178 4.006
Si -0.658 1.194 3.235
C -1.723 1.989 4.621
C 0.093 2.631 2.225
N -1.544 0.212 2.116
C -2.234 -0.909 2.366
C -2.430 -1.436 3.662
C -3.173 -2.572 3.888
C -3.765 -3.263 2.841
C -3.593 -2.793 1.550
C -2.851 -1.655 1.337
F -2.729 -1.217 0.040
H 1.456 0.821 4.537
H 1.316 -0.347 3.233
H 0.401 -0.565 4.708
H -1.082 2.399 5.397
H -2.385 1.277 5.100
H -2.338 2.800 4.241
H 0.431 3.428 2.882
H -0.632 3.064 1.532
H 0.954 2.300 1.649
H -1.973 -0.918 4.489
H -3.297 -2.933 4.898
H -4.349 -4.151 3.018
H -4.029 -3.296 0.700
C -1.192 -1.349 -4.919
C -1.831 -0.019 -4.595
S -1.324 0.617 -2.910
O -2.075 1.888 -2.843
C 0.406 1.113 -3.357
C 0.705 2.460 -2.731
H -1.453 -1.657 -5.931
H -1.545 -2.107 -4.224
H -0.109 -1.283 -4.844
H -2.914 -0.111 -4.541
H -1.580 0.754 -5.321
H 0.521 1.147 -4.439
H 1.044 0.341 -2.927
H 0.068 3.230 -3.162
H 1.748 2.725 -2.896
H 0.515 2.416 -1.651
C 7.280 -4.507 -0.935
C 7.630 -3.271 -0.182
O 7.792 -3.151 0.989
S 7.738 -1.812 -1.306
C 6.037 -1.327 -1.023
C 5.600 -0.952 0.238
C 4.280 -0.596 0.420
C 3.386 -0.602 -0.656
C 3.849 -0.971 -1.923
C 5.168 -1.330 -2.105
C 2.041 -0.209 -0.472
C 0.877 0.120 -0.330
H 7.309 -5.377 -0.280
H 7.966 -4.629 -1.773
H 6.274 -4.385 -1.340
H 6.292 -0.945 1.068
H 3.920 -0.305 1.394
H 3.168 -0.975 -2.763
H 5.541 -1.607 -3.081
C -3.307 3.758 -0.779
As -3.158 1.878 -0.268
C -4.158 1.967 1.417
C -4.579 1.052 -1.328
H -4.346 4.083 -0.750
H -2.917 3.892 -1.785
H -2.721 4.372 -0.094
H -5.127 2.451 1.270
H -3.595 2.517 2.169
H -4.330 0.962 1.801
H -5.534 1.499 -1.046
H -4.624 -0.021 -1.143
H -4.400 1.219 -2.387
```

Summary:
- Highest occupied orbital energy (alpha / beta): -7.126 / -7.125 eV
- Spin multiplicity: 1
- Gap between HOMO and LUMO (alpha / beta): 0.20668 / 0.20666 Eh
- LUMO (alpha / beta): -1.50 / -1.50 eV
- Net charge: 0

=====

6.
The following is a DFT calculation (wB97M-V/def2-TZVPD) of a cluster of 3 separate species, C26H39F16N2O4 in total.

```
87
Properties=species:S:1:pos:R:3
C 4.049 -0.731 3.978
C 2.684 -0.064 4.132
C 1.818 -0.340 2.877
C 1.384 0.925 2.103
C -0.141 1.062 1.982
C -0.640 1.810 3.237
C -2.124 1.575 3.703
C -2.923 2.895 3.581
C -3.537 3.360 4.883
O -4.571 3.002 5.298
C -1.905 1.166 5.155
N -1.829 -0.084 5.230
C -2.043 -0.770 3.933
C -2.882 0.292 3.259
N -3.079 0.233 1.831
C -4.307 0.230 3.898
C -5.203 -0.900 3.434
O -4.819 -2.159 3.977
C -4.947 -3.237 3.070
C -3.851 -3.293 2.000
H 4.512 -0.368 3.069
H 4.675 -0.561 4.844
H 3.939 -1.802 3.871
H 2.224 -0.546 4.990
H 2.778 0.992 4.352
H 2.419 -0.953 2.219
H 0.982 -0.964 3.188
H 1.790 1.771 2.640
H 1.811 0.859 1.120
H -0.302 1.686 1.117
H -0.583 0.096 1.829
H 0.032 1.539 4.051
H -0.451 2.854 3.062
H -3.734 2.737 2.882
H -2.329 3.701 3.176
H -2.928 4.056 5.494
H -1.813 1.787 6.029
H -1.684 -0.639 6.063
H -2.535 -1.693 4.215
H -1.129 -1.111 3.464
H -2.949 -0.683 1.438
H -3.942 0.657 1.541
H -4.283 0.154 4.980
H -4.846 1.146 3.703
H -5.321 -0.980 2.359
H -6.191 -0.672 3.828
H -5.930 -3.232 2.602
H -4.889 -4.151 3.644
H -3.773 -4.289 1.594
H -2.916 -3.000 2.456
H -4.142 -2.651 1.174
C 4.926 -1.797 -3.137
C 5.866 -1.564 -1.946
C 5.483 -2.275 -0.649
F 4.274 -1.851 -0.202
F 6.399 -1.992 0.305
F 6.000 -0.237 -1.729
F 7.090 -2.033 -2.307
O 3.966 -0.783 -3.367
C 2.791 -0.830 -2.665
C 2.627 0.398 -1.775
F 3.633 0.471 -0.879
F 1.464 0.307 -1.076
F 2.697 -1.979 -1.963
F 1.783 -0.833 -3.570
H 5.556 -1.783 -4.024
H 4.475 -2.789 -3.114
H 5.457 -3.360 -0.790
H 2.619 1.312 -2.372
C 0.706 0.189 -6.675
C 1.035 1.651 -6.326
C -0.165 2.573 -6.114
F -0.908 2.674 -7.235
F 0.277 3.816 -5.795
F 1.864 2.161 -7.257
F 1.736 1.633 -5.152
O 0.770 -0.148 -8.045
C -0.339 0.068 -8.834
C -0.044 1.073 -9.946
F 0.318 2.262 -9.421
F -1.161 1.265 -10.685
F -1.400 0.442 -8.090
F -0.653 -1.114 -9.407
H 1.488 -0.412 -6.215
H -0.222 -0.147 -6.214
H -0.794 2.212 -5.294
H 0.759 0.707 -10.590
```

Summary:
- Highest occupied orbital energy: -12.675 eV
- Spin multiplicity: 1
- Gap between HOMO and LUMO: 0.32685 Eh
- LUMO: -3.78 eV
- Net charge: +1